[1]
This record from the Open Molecules 2025 dataset describes a structure of composition C37H55F6MgNO3S2Si2Te. The level of theory is wB97M-V/def2-TZVPD.

For the energy above the lowest of the compared OMol25 structures with the same formula, charge and spin, the calculation gives 64.1 kJ/mol. The LUMO energy comes out at 0.04 eV. As for the molar mass: 948.050 g mol⁻¹. As for the HOMO-LUMO gap: 7.53 eV.

```
! wB97M-V def2-TZVPD RIJCOSX def2/J DEFGRID3
* xyz 0 1
H 6.129 -2.940 1.104
H 3.300 -0.117 -3.669
C 3.613 -0.687 -0.747
H 0.985 -3.552 -3.927
H -0.654 4.020 -1.726
H -6.279 -1.047 0.680
C 0.076 6.070 0.079
H 2.828 1.928 3.211
H 2.108 -8.045 -2.197
C 4.751 -1.140 -1.406
H 1.573 0.071 -3.691
O 1.078 0.290 -0.955
H 4.937 -0.887 -2.442
F 0.520 2.804 3.592
H -0.851 5.690 0.513
H 0.627 -1.998 -4.640
H -4.427 1.138 2.883
H -6.358 -0.032 2.127
H 2.540 -0.614 1.123
F 0.696 1.884 5.540
H -3.145 5.651 -0.813
C 0.367 -6.808 -2.404
H 2.609 6.294 2.305
H 3.834 4.775 -0.446
C -0.279 -2.295 -2.744
S -0.208 -3.048 -1.092
H -5.525 -1.596 2.191
C -1.871 -4.280 1.974
H 1.683 2.555 1.078
C 2.953 5.382 -0.672
C 2.385 -0.447 -3.172
C -3.717 -3.219 0.890
H -4.759 5.013 -1.146
C 1.841 -4.869 -1.050
C 0.549 -4.613 -1.474
O 0.843 -2.275 -0.321
H -0.066 6.163 -1.001
H -1.422 -5.148 2.443
F -0.944 1.355 4.235
H 2.384 -4.101 -0.510
H 1.235 5.388 2.955
H -1.229 -5.371 -2.423
H -3.433 -0.333 2.976
C 2.082 5.336 2.267
H -2.915 1.034 1.983
C -1.158 -3.092 1.874
H -4.333 -1.090 -0.603
H 2.665 5.177 -1.706
H -4.725 -3.266 0.486
H 3.338 0.238 3.260
F -0.214 -1.231 4.309
H 0.237 7.078 0.473
H -2.411 5.160 -3.799
C 0.362 1.641 4.261
F 1.796 -1.745 3.728
H 4.117 -2.104 2.268
Mg -0.152 -0.451 0.902
C 2.400 -6.113 -1.316
C 5.659 -1.944 -0.737
H 2.467 -2.394 -2.232
H -2.907 -0.151 -0.160
H 2.762 4.569 2.643
C 0.889 -2.488 -3.696
H 3.003 -2.359 -3.890
C -1.675 -1.931 1.271
C -3.745 4.738 -0.845
H -1.206 -2.673 -3.182
H 3.407 -6.330 -0.985
N -4.517 -0.020 1.152
F 1.437 -0.746 5.618
C 4.304 -1.824 1.240
H -3.796 4.339 0.171
H -3.865 1.337 -1.156
H -0.142 -3.091 2.262
H -3.811 1.313 -2.923
H 3.246 6.432 -0.606
Si -3.033 3.500 -2.049
C -3.788 0.466 2.308
H -0.830 2.330 -2.214
C -3.688 -0.809 0.236
C 1.669 -7.076 -1.995
S 2.444 0.401 -1.571
H -0.208 -7.567 -2.919
H 6.540 -2.299 -1.254
H -5.116 2.147 -2.069
C 2.699 0.981 3.731
C -1.251 3.116 -1.581
C -5.723 -0.717 1.560
O 0.821 0.406 2.301
C -3.157 -4.354 1.455
Si 1.545 4.984 0.507
H -4.011 4.484 -4.108
C -0.204 -5.575 -2.135
C 1.175 3.144 0.312
H -3.716 -5.281 1.497
C 5.428 -2.299 0.585
C -3.000 4.240 -3.772
C 3.398 -0.998 0.585
H 3.005 1.103 4.768
H 1.528 2.786 -0.655
C -4.045 1.931 -2.051
H -0.447 -1.241 -2.499
H -2.570 3.544 -4.497
C 1.043 -0.792 4.333
Te -0.852 2.531 0.430
C 2.240 -1.975 -3.210
C 1.232 0.547 3.590
C -3.002 -2.021 0.822
*
```

Atom charges from the Löwdin analysis, given in e for atoms 1 to 5: number 1, H, carries 0.107; number 2, H, carries 0.083; number 3, C, carries -0.365; number 4, H, carries 0.110; number 5, H, carries -0.004

***

[2]
This record from the Open Molecules 2025 dataset describes a structure of composition C37H55InN8O3P at a distorted geometry. The level of theory is wB97M-V/def2-TZVPD.

The LUMO energy comes out at -2.98 eV. As for the molar mass: 805.692 g mol⁻¹. As for the HOMO-LUMO gap: 7.32 eV.

```
! wB97M-V def2-TZVPD RIJCOSX def2/J DEFGRID3
* xyz 1 1
P -2.590 -1.017 -1.928
C 2.210 -0.354 2.801
H -2.889 0.566 -5.009
H -0.779 5.985 2.582
C 2.732 -0.601 5.288
H -4.228 -3.161 -0.504
H -1.020 -0.645 2.759
N -1.329 -0.638 0.653
H 3.450 2.252 -0.321
H 0.439 -4.094 4.174
H -2.861 -3.020 -4.033
C 3.605 1.493 -1.087
C 2.728 -0.272 0.522
H -2.990 4.878 2.391
H -4.287 1.627 -4.815
H -1.616 -3.739 -5.068
N 0.172 -1.488 -1.914
H 1.566 6.033 2.432
C 2.951 4.805 1.335
C 1.793 -3.090 2.830
H -5.092 -1.625 -0.317
H 0.001 -0.666 4.594
H -2.044 -2.037 -5.263
H 5.963 0.356 -0.354
H 2.218 -4.382 1.108
C 1.991 0.198 4.210
H 1.965 2.306 3.652
H 0.574 5.625 -1.870
C -1.914 -2.840 -4.537
C -0.834 4.932 2.307
H 0.001 0.886 3.727
C 0.639 -3.075 3.840
C 2.428 -1.632 0.900
H 3.079 3.767 1.034
H -2.282 3.585 1.412
H 5.128 0.833 1.129
H 3.799 5.082 1.960
H -2.162 3.732 -1.034
H 3.801 -0.624 5.067
C 0.484 0.305 4.515
H -0.702 4.335 3.209
C -2.361 2.854 -1.622
H -3.514 3.527 -3.407
H -0.269 -2.688 3.370
H 5.329 -0.882 0.741
C 2.105 -1.725 2.224
N -0.885 -2.496 -3.573
H 3.050 -0.907 -2.229
C 0.393 3.178 0.976
C 2.534 1.636 4.298
O 0.020 6.744 0.252
H 3.591 1.682 4.033
H 0.340 0.825 5.465
C -2.834 -1.621 1.954
In 0.558 0.575 -0.065
C -3.058 2.770 -2.792
O 1.076 3.271 -2.451
H 2.382 -1.623 5.385
H 2.789 1.528 1.854
C 2.562 0.476 1.779
C 1.371 -4.077 1.724
H -2.350 5.252 0.792
C 3.955 -0.891 -1.621
C -4.457 -2.352 0.187
H 3.878 -3.688 2.757
C 0.851 3.665 -1.325
C 0.342 4.642 1.363
H 2.973 5.427 0.440
H 2.422 1.995 5.322
H 2.519 -2.470 0.232
H 4.782 -0.586 -2.263
N 0.579 5.007 -1.071
C 5.140 0.106 0.318
H 2.601 -0.120 6.259
H 1.684 4.377 3.026
H 2.879 -4.673 3.836
C -3.674 0.878 -4.321
C 0.280 5.570 0.157
C 1.658 4.990 2.123
N -3.235 -1.720 0.656
H 4.174 -1.894 -1.253
C 3.815 0.110 -0.476
H 2.076 -2.381 -2.280
C -1.653 -0.941 1.939
H -4.293 0.017 -4.071
N -1.964 1.612 -1.228
C -2.424 0.775 -2.145
O 0.116 2.275 1.779
N -3.100 1.446 -3.117
H 2.737 1.493 -1.752
H 0.601 -3.642 1.082
C 1.051 -2.288 -2.582
H -3.411 -2.028 2.766
H 4.479 1.778 -1.674
H 3.393 -3.058 4.331
N 0.804 2.830 -0.248
H 0.771 -3.609 -4.354
C -0.991 -1.632 -2.526
C 3.066 -3.656 3.485
C -2.197 4.640 1.684
H 0.968 -4.980 2.184
C -2.306 -1.103 -0.123
H -4.999 -2.759 1.036
H 0.861 -2.484 4.721
C 0.414 -2.914 -3.615
*
```

Atom charges from the Löwdin analysis, given in e for atoms 1 to 5: number 1, P, carries 1.185; number 2, C, carries -0.088; number 3, H, carries 0.094; number 4, H, carries 0.125; number 5, C, carries -0.037

***

[3]
This record from the Open Molecules 2025 dataset describes a cluster of 8 separate species, C37H55N7O13 in total at a distorted geometry. The level of theory is wB97M-V/def2-TZVPD.

For the energy above the lowest of the compared OMol25 structures with the same formula, charge and spin, the calculation gives 410.6 kJ/mol. The LUMO energy comes out at -5.60 eV. As for the molar mass: 805.883 g mol⁻¹. As for the HOMO-LUMO gap: 2.35 eV.

```
! wB97M-V def2-TZVPD RIJCOSX def2/J DEFGRID3
* xyz 0 1
C 1.154 -3.941 -6.342
H 1.289 1.308 3.748
H -0.558 -0.781 3.471
O 2.405 6.447 1.806
C 2.201 1.223 4.064
C 2.681 -6.421 -0.378
H -4.604 -0.434 4.996
H 2.544 -0.484 2.678
C -5.523 0.774 -3.006
H -2.090 -0.368 -3.550
C -3.095 1.290 2.090
H -2.926 -5.413 1.240
O 3.843 3.353 7.508
C 4.968 0.713 5.232
H -0.067 3.035 -1.575
C 3.116 3.787 1.907
O 0.744 -0.095 -1.571
O -2.958 -4.105 -2.257
H 2.668 -5.211 -0.428
H 0.683 -1.060 -7.216
H 3.523 2.723 1.948
C 3.837 4.644 -0.441
C 4.101 1.793 5.856
O -4.027 2.670 -1.499
H -3.173 2.048 1.457
H -5.017 1.343 3.217
H 0.688 -3.333 -3.828
N 1.828 5.520 0.972
C -1.480 -0.297 3.337
C 1.118 -2.477 -4.506
H 0.936 -4.891 -1.758
N -2.393 -3.817 -0.096
H -0.988 0.717 1.378
C -1.655 -3.282 1.045
C 0.068 -1.765 -6.756
H -5.787 -2.196 -5.298
H -0.515 4.377 0.628
H 1.854 -4.450 -5.745
H 0.363 0.590 -1.166
H -3.316 -2.053 -4.932
H 5.745 0.098 5.705
C 2.728 2.034 5.269
C 4.445 -0.168 3.993
H 0.772 -1.483 -4.186
H 1.112 4.384 -1.812
H -0.573 -1.264 -6.061
C -6.085 -0.233 -3.783
H 3.352 -6.942 -0.794
C 0.437 -5.711 -1.213
H -1.107 5.260 -0.774
H 0.180 7.743 1.369
H 3.446 5.029 -1.298
C 0.712 6.027 0.224
O 0.866 -0.604 0.581
H 2.067 2.546 5.820
H -0.410 6.160 2.074
O 5.739 2.183 7.353
H -0.405 -6.233 -1.669
O 1.118 -4.345 -7.563
H 4.942 -0.907 3.635
H -0.478 -2.360 -7.563
N 4.560 2.452 7.084
N 0.775 -2.741 -5.902
H 2.905 -6.551 0.625
N -2.027 -1.639 5.362
H -0.954 -2.584 0.735
H 1.670 6.382 -1.581
C 0.889 -1.076 -0.618
H 4.605 5.192 0.040
C -4.129 0.920 3.251
H -4.071 -5.113 -0.043
H -2.424 -2.973 1.747
O 1.120 -2.187 -0.853
H 1.751 7.746 -0.579
C -0.138 4.874 -0.287
O -2.189 1.472 -1.537
N 1.347 -6.795 -0.770
C 1.098 6.910 -0.977
C -2.416 -3.380 -1.306
N -3.248 1.801 -2.030
H 2.266 3.875 2.615
C -3.093 -0.275 -3.557
C 3.066 0.191 3.422
C 2.590 4.327 0.560
C 0.678 3.758 -1.020
H -1.135 7.073 0.807
H 4.234 3.646 -0.593
H 0.452 7.471 -1.472
C -3.791 -0.120 4.361
H -1.939 -2.352 -1.475
O 1.713 -8.940 -0.360
O -0.968 -2.352 5.186
O -2.667 -1.776 6.331
H 3.809 4.470 2.183
C -4.064 0.802 -2.737
C -1.770 0.644 2.231
C -0.313 6.847 1.132
H -6.109 1.510 -2.698
C 0.847 -8.048 -0.655
C -5.261 -1.324 -4.557
H -0.135 -8.290 -0.924
H 2.137 2.379 -0.361
H -2.547 -5.979 -0.372
H -0.766 -3.921 1.537
C -3.058 -5.193 0.210
C 1.708 3.201 -0.033
C -2.437 -0.716 4.432
H 2.198 -2.503 -4.115
H 0.003 -4.965 -0.537
C -3.899 -1.215 -4.486
H 1.292 2.753 0.836
H -7.184 -0.384 -3.780
*
```

Atom charges from the Löwdin analysis, given in e for atoms 1 to 5: number 1, C, carries -0.304; number 2, H, carries 0.002; number 3, H, carries 0.069; number 4, O, carries 0.178; number 5, C, carries -0.026

***

[4]
This record from the Open Molecules 2025 dataset describes a structure of composition C37H57As3Cl3Ge3N2STi. The level of theory is wB97M-V/def2-TZVPD.

For the energy above the lowest of the compared OMol25 structures with the same formula, charge and spin, the calculation gives 0.0 kJ/mol. The LUMO energy (spin up / spin down) comes out at -3.20 / -3.20 eV. As for the molar mass: 1158.766 g mol⁻¹. As for the HOMO-LUMO gap (spin up / spin down): 6.56 / 7.34 eV.

```
! wB97M-V def2-TZVPD RIJCOSX def2/J DEFGRID3
* xyz 1 3
H -1.343 5.860 1.909
H 1.881 -1.828 -2.861
C -3.591 2.388 2.213
H -3.064 -5.671 3.605
H -3.056 5.359 0.100
H 5.621 1.313 0.016
H -1.263 -4.414 -2.999
Ge 3.201 -3.331 1.999
C -1.422 -3.099 -1.313
C -3.301 -3.898 -2.593
H 4.022 -1.622 -2.297
C -1.328 4.974 1.291
H 0.363 4.280 2.232
H -2.238 0.963 3.037
C 4.520 -1.198 -1.429
S 1.234 2.042 1.109
C -0.017 1.933 4.273
C -4.154 -3.213 -1.739
C 1.079 1.640 -2.622
C 2.627 3.344 -3.423
H 0.496 1.860 -3.521
H 4.408 1.639 1.276
Ti 1.008 -0.529 0.731
H 1.369 -0.444 6.305
C -4.464 1.873 0.039
C 4.246 0.286 -6.658
H 4.025 -0.715 -6.286
C -1.464 0.227 -2.734
H -2.786 3.174 -1.110
H 0.199 -2.150 -3.299
H 0.938 2.347 3.960
H -1.246 -1.414 3.197
H 5.228 0.073 1.233
C -2.255 -2.386 -0.467
N -0.327 4.098 1.514
C -4.411 2.714 1.142
C 0.955 -1.377 -3.212
H 5.117 0.239 -7.310
H 5.643 -0.622 -4.205
H 4.671 -1.995 -0.700
H 3.290 2.563 -1.073
Cl 1.633 -2.956 0.193
H 4.534 1.864 -2.091
H -5.108 2.116 -0.798
As 4.613 1.521 -5.180
H -2.458 -0.309 5.062
H 2.072 3.492 -4.353
Ge -1.950 -1.367 1.205
H -3.551 3.030 3.085
H 2.503 -0.078 4.988
C -4.476 -4.143 4.137
C 3.012 0.967 -4.134
H -5.226 -3.264 -1.883
H -1.816 -4.240 2.050
H 2.193 3.992 -2.658
H 3.654 3.665 -3.598
H 5.487 -0.794 -1.721
C 3.496 1.741 -1.767
C -2.670 -3.830 2.581
H -3.699 -4.483 -3.411
H -0.212 2.234 5.305
H 0.783 2.372 -1.870
Cl 1.659 -4.056 3.433
H 0.191 -2.025 2.676
N -1.090 2.625 -0.121
C 2.564 1.872 -2.974
H 3.162 -0.061 -3.802
C 4.827 0.876 0.621
H -4.481 -0.986 2.925
C -3.053 -2.504 2.379
H -5.734 -2.438 4.463
C -1.473 -0.621 5.412
C -4.870 -2.829 3.940
H 3.401 0.650 -7.242
C -4.158 -2.012 3.069
C 5.989 0.402 -4.340
H 2.216 0.945 -4.885
H -3.759 0.075 -0.866
C -2.846 1.216 2.178
H -1.473 -1.711 5.478
Ge 0.025 -0.025 4.286
C -2.893 0.352 1.084
H -5.016 3.612 1.173
C -3.637 -2.489 -0.678
C -2.240 4.691 0.324
H 6.859 0.397 -4.997
H 1.780 -1.691 5.114
C -0.408 -1.111 2.559
H -0.816 2.323 3.643
H -4.333 -2.022 0.010
H -1.962 1.046 -2.220
H -2.061 -0.678 -2.637
Cl 2.952 -1.042 2.514
H -1.328 -0.222 6.418
H -0.358 -3.096 -1.162
As 0.297 -0.044 -1.942
As 3.447 0.182 -0.568
H 6.299 0.817 -3.382
C -0.164 2.945 0.796
H -1.340 0.472 -3.789
H -5.027 -4.779 4.818
H 1.108 -0.927 -4.190
C -2.074 3.468 -0.347
C -3.704 0.709 0.008
C -1.937 -3.852 -2.364
C 1.604 -0.626 5.254
C -3.373 -4.644 3.456
*
```

Atom charges from the Löwdin analysis, given in e for atoms 1 to 5: number 1, H, carries 0.144; number 2, H, carries 0.004; number 3, C, carries -0.078; number 4, H, carries 0.107; number 5, H, carries 0.124

***

> Number 2 is which compound?

C37H55InN8O3P